{
  "formula": "C21H43BCuO2P2",
  "method": "ωB97M-V/def2-TZVPD",
  "symbols": ["P", "P", "C", "C", "H", "H", "H", "H", "C", "H", "H", "H", "C", "H", "H", "H", "C", "H", "H", "H", "C", "H", "H", "H", "Cu", "C", "C", "C", "C", "C", "C", "C", "C", "C", "H", "H", "H", "H", "H", "H", "H", "H", "H", "H", "H", "H", "H", "H", "H", "C", "C", "C", "O", "B", "O", "C", "C", "C", "H", "H", "H", "H", "H", "H", "H", "H", "H", "H", "H", "H"],
  "positions_angstrom": [[1.5330, -2.9111, -2.7395], [-1.0175, -2.3394, -1.3214], [1.4169, -4.7778, -2.6029], [0.0320, -5.3118, -2.9531], [1.7193, -4.9728, -1.5554], [2.2002, -5.1533, -3.2848], [-0.3276, -5.4830, -4.0138], [-0.3705, -6.1181, -2.3149], [-0.2361, -3.4208, 0.0110], [-0.4989, -2.9573, 0.9899], [0.8692, -3.4476, -0.1349], [-0.6196, -4.4712, -0.0449], [-2.8139, -2.2450, -0.8433], [-3.3044, -3.2353, -0.8804], [-3.2686, -1.5905, -1.6096], [-2.7025, -1.7783, 0.1406], [3.2846, -2.6816, -2.0259], [3.6320, -1.6338, -1.9652], [3.9475, -3.1927, -2.7299], [3.4370, -3.1537, -1.0423], [2.2653, -2.6156, -4.4105], [1.5421, -2.7612, -5.2193], [3.1061, -3.3118, -4.5349], [2.6778, -1.5925, -4.4618], [-0.8244, -3.5119, -3.0836], [1.5081, 0.5581, -0.8691], [1.5582, -0.1732, 0.2630], [2.6933, -0.4478, 1.1411], [3.7394, 0.6320, 1.5577], [4.9506, 0.9068, 0.7138], [5.0524, 1.0616, -0.6144], [3.9760, 1.1930, -1.6249], [2.4508, 1.5890, -1.2380], [-0.6671, 2.4676, 0.2170], [0.5807, 0.4538, -1.4663], [0.7114, -0.8839, 0.3833], [3.2517, -1.2854, 0.7030], [2.2748, -0.8044, 2.0915], [3.2512, 1.5641, 1.8420], [4.1922, 0.2519, 2.4958], [5.8922, 0.9736, 1.2692], [6.0395, 1.1681, -1.0755], [3.9512, 0.3298, -2.3337], [4.3043, 2.0247, -2.3076], [2.5362, 2.3939, -0.5088], [2.1074, 2.0254, -2.1707], [-1.0312, 2.3619, -0.8090], [-0.0639, 1.5962, 0.4713], [-0.0227, 3.3560, 0.2920], [-2.6763, 4.2101, 3.6383], [-3.0312, 2.8258, 3.0770], [-3.5022, 1.8422, 4.1309], [-1.8106, 2.2742, 2.5129], [-1.8708, 2.5436, 1.1624], [-3.0878, 2.9752, 0.6795], [-4.0209, 2.9148, 1.7978], [-4.8748, 1.6792, 1.5854], [-4.8738, 4.1729, 1.6624], [-2.3746, 4.8849, 2.8199], [-1.8216, 4.1272, 4.3263], [-3.5205, 4.6552, 4.1826], [-2.7189, 1.6338, 4.8618], [-4.3728, 2.2089, 4.6821], [-3.7795, 0.8799, 3.6829], [-5.6886, 1.6381, 2.3105], [-5.3202, 1.7101, 0.5856], [-4.3037, 0.7471, 1.6638], [-4.2601, 5.0873, 1.6978], [-5.3806, 4.1356, 0.6853], [-5.6263, 4.2091, 2.4631]],
  "atomic_forces_ev_per_a": [[2.79, 0.48, 0.13], [-0.82, 1.07, 0.92], [0.63, -0.04, -0.76], [-1.09, 0.00, -0.33], [-0.32, -0.23, -0.58], [-0.01, -0.21, 0.38], [1.23, -0.13, 0.74], [0.21, 0.61, -0.28], [-0.39, -0.33, -0.21], [0.34, -0.43, -0.55], [-0.82, 0.18, 0.31], [0.28, 0.86, 0.23], [0.76, -0.59, -0.38], [0.03, 0.58, 0.50], [0.10, -0.13, 0.68], [-1.00, -0.09, 0.02], [-0.06, -0.22, 0.41], [-0.54, -0.46, 0.00], [0.10, -0.04, 0.20], [-0.25, 0.23, -0.21], [-0.18, -0.30, -0.50], [0.15, 0.11, -0.01], [-0.24, 0.11, -0.25], [-0.36, -0.36, 0.08], [-0.63, -0.76, -0.48], [-1.30, -1.62, 1.72], [-1.05, -0.58, -2.40], [1.18, 0.25, 1.27], [0.12, -0.38, 0.63], [0.50, 0.06, -1.09], [-0.06, -0.11, 0.73], [-1.49, 0.50, -1.42], [2.90, 0.72, -1.38], [0.31, -0.22, -0.16], [0.70, 0.06, 0.33], [0.54, 0.58, 0.05], [-0.04, -0.07, 0.15], [0.16, -0.11, -0.14], [-0.19, 0.10, -0.03], [-0.49, 0.17, -0.28], [-0.28, -0.15, -0.13], [-0.11, 0.01, 0.43], [0.00, 0.36, 0.59], [-0.25, -0.54, 0.61], [-0.20, 0.05, 0.13], [-0.14, 0.36, -0.02], [0.25, 0.08, 0.01], [-0.04, 0.29, -0.08], [-0.19, -0.18, -0.03], [0.04, -0.10, -0.03], [-0.43, -0.07, -0.44], [-0.31, -0.21, 0.23], [-0.76, 0.44, -0.45], [0.05, 0.44, -0.28], [0.15, -0.35, 1.10], [0.62, 0.34, -0.18], [-0.18, -0.29, 0.02], [-0.02, 0.05, 0.35], [-0.13, -0.22, 0.31], [-0.30, -0.09, -0.18], [0.18, -0.08, -0.19], [0.09, 0.20, -0.09], [0.02, 0.08, -0.10], [0.15, 0.30, 0.10], [-0.01, -0.03, 0.05], [0.12, 0.09, 0.14], [0.00, 0.23, -0.06], [-0.27, -0.40, -0.01], [0.13, 0.03, 0.39], [0.11, 0.10, -0.23]],
  "spin_multiplicity": 2,
  "fmax_ha_per_bohr": 0.064,
  "orbital_gap_ev": [6.9, 6.5],
  "charge": 0,
  "lumo_energy_ev": [0.1251, -0.7191]
}

---

{
  "formula": "C5H5NO",
  "method": "ωB97M-V/def2-TZVPD",
  "symbols": ["O", "C", "C", "C", "C", "C", "N", "H", "H", "H", "H", "H"],
  "positions_angstrom": [[-1.8807, 0.2338, -0.3938], [-1.0328, -0.7068, 0.2057], [0.3921, -0.5354, -0.3979], [0.6317, 0.9087, -0.3629], [0.6695, 2.0906, -0.1356], [1.4643, -1.2114, 0.3584], [2.3044, -1.7392, 0.9541], [-1.5009, 1.0930, -0.1698], [-0.9803, -0.5947, 1.2992], [-1.4153, -1.7034, -0.0211], [0.3872, -0.9289, -1.4220], [0.9537, 3.0941, 0.0858]],
  "atomic_forces_ev_per_a": [[-0.23, -0.30, 0.21], [0.06, -0.40, 0.15], [0.06, 0.05, -0.01], [0.26, 0.72, 0.19], [0.65, -0.54, -0.11], [0.60, -0.66, 0.55], [-0.96, 0.56, -0.65], [-0.24, 0.18, -0.14], [0.02, 0.03, -0.21], [0.04, 0.10, -0.01], [0.04, 0.20, 0.14], [-0.30, 0.05, -0.12]],
  "fmax_ha_per_bohr": 0.025,
  "orbital_gap_ev": 11.6,
  "charge": 0,
  "smiles": "C#C[C@@H](C#N)CO",
  "lumo_energy_ev": 0.7645
}

---

{
  "formula": "C12H16N6PdS3",
  "method": "ωB97M-V/def2-TZVPD",
  "symbols": ["Pd", "S", "C", "S", "C", "C", "N", "C", "N", "C", "N", "C", "S", "N", "C", "H", "H", "H", "H", "H", "H", "H", "H", "C", "C", "C", "C", "N", "N", "C", "H", "H", "H", "H", "H", "H", "H", "H"],
  "positions_angstrom": [[-0.2326, 0.4282, -0.6406], [0.6848, 2.7395, 0.2830], [1.1437, 2.0774, -1.2435], [2.1977, 0.6988, -1.3205], [0.5904, 2.6030, -2.4586], [0.7407, 1.9213, -3.6889], [0.8027, 1.3660, -4.7060], [-0.1851, 3.7855, -2.5105], [-0.8110, 4.7534, -2.6325], [0.9767, -2.6139, -2.2133], [-0.1461, -2.3991, -1.3105], [-0.9661, -1.2659, -1.5739], [-2.1872, -0.8629, -0.4040], [-1.1914, -1.0664, -2.9570], [-2.1480, -0.0405, -3.3469], [1.5926, -3.4177, -1.8065], [1.6008, -1.7185, -2.3353], [0.6104, -2.9336, -3.1903], [0.1755, -2.3189, -0.3532], [-0.3085, -0.8955, -3.4280], [-3.1566, -0.3628, -3.0886], [-2.0725, 0.0943, -4.4257], [-1.9600, 0.9242, -2.8643], [-2.0469, 0.2630, 4.3264], [-0.7217, -0.1022, 3.7473], [0.5621, 0.1526, 4.1736], [1.4002, -0.3407, 3.1465], [0.6731, -0.8765, 2.1826], [-0.6027, -0.7344, 2.5658], [2.8757, -0.2006, 2.9734], [-1.9243, 0.6183, 5.3493], [-2.7288, -0.5898, 4.3406], [-2.5176, 1.0579, 3.7445], [0.8466, 0.6716, 5.0756], [-1.3099, -0.9348, 1.8607], [3.4007, -0.1883, 3.9310], [3.0866, 0.7264, 2.4356], [3.2564, -1.0183, 2.3625]],
  "atomic_forces_ev_per_a": [[0.22, 0.12, 0.14], [-0.08, 0.03, 0.03], [-0.23, -0.10, -0.02], [-0.06, -0.07, -0.08], [0.17, 0.10, -0.08], [0.00, -0.04, -0.01], [0.00, 0.02, -0.01], [-0.04, 0.03, 0.01], [0.01, 0.00, 0.00], [0.00, 0.02, 0.03], [0.00, -0.11, -0.06], [0.26, 0.19, 0.11], [-0.28, 0.04, 0.06], [-0.07, -0.16, -0.09], [0.03, 0.02, 0.01], [0.00, 0.00, 0.00], [0.00, 0.00, -0.01], [0.01, 0.00, 0.00], [0.00, 0.00, 0.00], [0.02, 0.05, 0.05], [0.00, 0.01, 0.00], [0.01, -0.02, 0.00], [-0.01, 0.00, -0.01], [-0.02, -0.01, 0.00], [-0.10, 0.03, -0.07], [0.08, 0.10, 0.10], [-0.17, 0.05, -0.11], [0.16, -0.22, 0.02], [0.09, -0.05, -0.01], [0.01, -0.04, -0.01], [0.01, 0.00, 0.00], [0.00, 0.00, 0.00], [0.00, 0.00, -0.01], [0.02, -0.01, 0.00], [-0.02, 0.02, -0.02], [-0.01, 0.00, 0.01], [0.01, 0.00, 0.01], [0.02, 0.00, 0.01]],
  "fmax_ha_per_bohr": 0.007,
  "orbital_gap_ev": 5.5,
  "charge": -2,
  "lumo_energy_ev": 4.8540
}